[1]
C18H15Cl2F5N7ORuS | ωB97M-V with the def2-TZVPD basis set

LUMO energy (spin up / spin down) in eV: -6.57 / -8.55
HOMO (spin up / spin down) in eV: -14.579 / -14.714
Spin multiplicity: 2
Net charge: +2

Structure (XYZ):
```
50
Properties=species:S:1:pos:R:3:forces:R:3:nbo_charge:R:1
F 0.093 4.157 2.439 0.003 0.013 0.011 -0.256
C -0.344 4.075 1.196 -0.013 0.037 -0.019 0.289
C 0.200 -2.449 -2.168 -0.023 -0.023 -0.079 0.231
H -4.265 0.050 2.795 0.000 -0.002 0.004 0.241
Cl 2.476 2.088 -0.787 0.178 0.117 -0.043 0.010
H 0.998 -5.020 5.498 0.000 0.000 0.002 0.228
C 1.186 -4.023 3.603 0.000 -0.018 0.004 -0.230
C -0.822 2.732 -0.778 -0.051 0.107 0.069 -0.367
H 3.890 -3.474 3.025 0.004 0.008 -0.002 0.222
Cl 2.808 -0.789 -0.787 -0.151 0.250 0.005 -0.006
H 1.610 -4.908 3.126 -0.006 0.000 -0.001 0.222
C -3.640 -2.093 0.441 0.045 -0.002 0.007 0.072
H 4.490 0.868 -0.739 -0.004 -0.018 0.005 0.254
F -1.717 3.811 -2.662 -0.013 -0.011 -0.033 -0.259
N 1.898 -2.835 3.081 0.031 0.083 0.032 -0.445
F 0.081 1.763 1.210 0.038 -0.029 -0.075 -0.290
C -1.262 5.118 -0.784 0.013 0.001 0.019 0.329
N -1.801 -3.302 -1.739 -0.022 0.012 0.007 -0.177
C 3.547 0.775 -1.263 -0.030 0.008 0.021 -0.369
H 3.676 -1.714 3.187 -0.001 0.000 0.005 0.225
C 3.370 -2.839 5.019 0.005 0.006 -0.006 -0.085
N 0.788 -1.197 1.634 0.072 -0.084 -0.250 -0.559
C -2.457 -0.003 1.635 -0.045 -0.011 0.018 0.021
C -1.275 3.889 -1.423 0.053 -0.040 0.109 0.373
Ru 0.054 -0.102 -0.020 -0.261 -0.414 0.172 0.664
N -0.687 -3.394 -2.483 0.022 0.047 0.006 -0.299
H 4.407 -2.867 5.346 -0.002 -0.003 0.003 0.229
C 3.308 -2.687 3.508 0.010 0.003 0.023 -0.231
C -3.722 -0.448 2.002 0.049 0.012 -0.011 0.039
N -0.323 -1.716 -1.200 0.075 -0.083 0.144 -0.428
H 2.869 -1.993 5.505 0.000 -0.001 0.000 0.178
O 2.773 -4.056 5.413 -0.001 -0.002 -0.008 -0.494
C 1.324 -1.974 2.312 -0.090 -0.073 0.031 0.649
H -4.106 -2.941 -0.045 -0.004 0.002 -0.004 0.246
C -0.798 5.212 0.524 0.008 -0.053 -0.008 0.332
S -0.857 1.197 -1.577 0.173 -0.025 -0.131 0.341
H 0.130 -3.944 3.350 0.000 -0.004 0.003 0.221
F -1.686 6.196 -1.405 -0.001 -0.004 0.001 -0.252
H 0.879 -3.249 5.596 0.005 0.001 0.001 0.177
C -0.367 2.875 0.532 -0.010 0.118 -0.082 0.307
H 3.669 0.778 -2.339 -0.006 -0.006 0.002 0.250
C 1.396 -4.085 5.108 -0.005 0.002 -0.008 -0.085
H 1.158 -2.319 -2.641 0.006 -0.010 0.012 0.257
F -0.784 6.371 1.133 0.003 0.005 0.013 -0.238
N -1.797 -0.614 0.654 0.039 0.145 0.026 -0.310
H -1.974 0.830 2.125 -0.009 0.008 -0.005 0.236
C -2.377 -1.671 0.056 -0.044 -0.006 0.034 0.108
N -4.307 -1.478 1.408 -0.040 -0.014 0.011 -0.302
H -0.611 -4.114 -3.188 0.001 -0.001 0.004 0.456
C -1.550 -2.276 -0.974 0.001 -0.048 -0.041 0.276
```
Forces are in eV/Å.

[2]
C18H15Cl3F4N5V | ωB97M-V with the def2-TZVPD basis set

LUMO energy (spin up / spin down) in eV: -7.31 / -6.86
HOMO (spin up / spin down) in eV: -14.976 / -14.989
Spin multiplicity: 3
Net charge: +2

Structure (XYZ):
```
46
Properties=species:S:1:pos:R:3:forces:R:3:nbo_charge:R:1
C 1.199 2.152 -1.071 0.077 -0.085 -0.033 0.004
C 0.528 -2.076 5.044 -0.039 0.000 0.021 0.211
C 3.610 2.005 -0.693 -0.030 0.036 -0.024 0.364
H -2.291 -1.770 -1.297 -0.011 -0.002 -0.007 0.222
H -1.346 3.188 -1.071 0.012 0.001 0.000 0.253
H -2.807 -1.590 1.033 -0.001 0.002 0.001 0.221
C -2.393 1.470 -0.340 -0.018 0.026 0.015 -0.232
C 1.273 -3.918 -1.992 -0.046 0.010 -0.020 -0.267
C -0.213 1.467 2.982 -0.002 0.029 0.001 0.080
H -0.389 2.354 2.388 -0.001 -0.004 -0.003 0.229
C 0.815 -2.701 -1.291 0.038 -0.012 0.021 0.517
H -3.479 -0.526 -1.730 -0.002 -0.001 0.006 0.230
Cl -0.053 -4.427 -3.035 0.014 0.001 0.007 0.141
F 4.609 1.397 -0.074 0.023 0.000 -0.003 -0.268
H -1.787 -0.354 -2.237 0.007 -0.002 0.004 0.220
C 0.153 -0.816 3.001 -0.032 -0.021 0.026 0.071
N 0.457 -1.759 -0.747 -0.012 0.038 0.000 -0.509
C 3.825 3.061 -1.563 0.000 -0.004 0.003 -0.304
C -0.110 1.532 4.358 -0.003 0.014 -0.022 -0.211
H -3.386 1.640 -0.762 -0.003 -0.013 0.006 0.239
H 0.261 -1.742 2.442 0.000 -0.004 0.005 0.222
H -2.836 0.002 1.827 0.000 0.003 -0.001 0.217
F 2.060 0.508 0.364 0.032 0.032 -0.051 -0.338
F 2.907 4.636 -3.029 -0.003 0.014 0.002 -0.262
Cl 2.700 -3.475 -2.915 0.010 0.001 -0.007 0.151
H -2.373 1.913 0.659 -0.012 0.013 -0.006 0.215
N -2.141 0.012 -0.173 -0.031 -0.032 0.013 -0.477
N -0.089 0.307 2.314 0.040 0.042 0.006 -0.558
H 4.825 3.423 -1.760 -0.001 -0.001 -0.002 0.285
H 0.223 0.389 6.153 0.000 -0.001 0.000 0.270
Cl 1.630 -5.115 -0.756 0.000 0.000 0.009 0.150
C 2.733 3.638 -2.182 0.017 -0.018 0.022 0.384
C 1.432 3.200 -1.953 0.004 0.032 0.015 0.319
N 0.719 -3.090 5.544 0.020 -0.001 -0.009 -0.165
C -1.312 2.106 -1.196 0.040 0.014 0.000 -0.255
C 0.134 0.372 5.074 -0.004 -0.023 0.012 -0.049
F 0.425 3.789 -2.594 -0.008 -0.005 -0.005 -0.280
N -0.028 1.561 -0.729 -0.114 -0.008 0.063 -0.603
H -4.065 -0.416 0.619 0.000 0.000 -0.001 0.232
H -1.447 1.901 -2.260 -0.005 0.005 0.003 0.226
C -3.014 -0.529 0.894 -0.011 -0.008 -0.007 -0.422
C 0.270 -0.829 4.381 0.019 -0.003 0.000 -0.143
V -0.064 0.016 0.251 0.042 -0.009 -0.064 1.532
C -2.441 -0.701 -1.439 0.030 -0.009 -0.027 -0.427
H -0.217 2.484 4.858 0.003 0.000 0.001 0.269
C 2.322 1.586 -0.478 -0.036 -0.049 0.026 0.300
```
Forces are in eV/Å.

[3]
C18H15ClFNO | ωB97M-V with the def2-TZVPD basis set

LUMO energy in eV: -0.01
HOMO in eV: -8.978
Spin multiplicity: 1
SMILES string: O=C(/C=C/c1c(F)cccc1Cl)N1CCc2ccccc2C1

Structure (XYZ):
```
37
Properties=species:S:1:pos:R:3:forces:R:3:nbo_charge:R:1
C 2.459 -0.801 -0.344 -0.579 -0.081 -0.126 -0.139
C 6.067 1.353 0.457 -0.177 -0.088 -0.045 -0.172
H -6.099 0.701 2.114 -0.084 0.005 0.043 0.213
N -1.077 -0.779 -1.059 -0.277 -0.001 0.033 -0.426
H 2.523 -1.867 -0.161 -0.068 -0.017 -0.067 0.246
C -2.774 0.536 0.159 -0.058 -0.038 0.058 0.046
H 1.121 0.715 -0.980 0.070 0.106 0.065 0.217
C 4.661 -0.561 0.780 0.041 0.374 -0.169 0.016
C -5.169 0.659 1.567 -0.081 -0.056 0.028 -0.211
Cl 4.423 -2.085 1.556 0.008 -0.197 0.117 0.026
H 6.566 -0.316 1.705 0.035 -0.059 0.062 0.231
H -5.329 -1.432 1.153 -0.069 -0.098 0.005 0.209
C -2.174 -1.627 -1.467 -0.105 -0.477 -0.010 -0.219
H -1.546 1.224 -1.443 0.045 -0.003 0.141 0.197
O 0.408 -2.453 -1.316 0.111 -0.166 0.033 -0.631
C -4.408 1.804 1.398 0.038 0.107 0.016 -0.210
C -3.219 1.738 0.697 -0.010 -0.059 -0.022 -0.228
H -3.927 -2.521 -0.569 -0.010 -0.010 0.016 0.218
C 3.668 -0.044 -0.068 0.254 0.313 -0.006 -0.181
C 1.286 -0.329 -0.772 0.377 0.021 0.020 -0.276
C 3.951 1.205 -0.632 0.228 -0.057 0.146 0.435
C -3.074 -1.911 -0.269 0.162 0.021 -0.183 -0.429
H -4.740 2.744 1.811 -0.026 0.082 0.037 0.214
C 5.836 0.122 1.043 0.039 -0.083 0.049 -0.248
C -3.541 -0.613 0.323 0.022 0.003 0.021 -0.048
H -2.622 2.629 0.563 0.065 0.120 -0.011 0.207
H 5.269 2.856 -0.866 -0.016 0.086 -0.062 0.234
H -2.745 -1.114 -2.250 0.008 -0.042 0.013 0.189
F 3.064 1.772 -1.475 0.033 -0.120 0.102 -0.321
H -0.693 0.918 0.084 -0.077 -0.018 -0.126 0.223
C -1.461 0.530 -0.590 0.165 0.412 -0.059 -0.251
C 5.118 1.901 -0.389 -0.123 0.005 -0.077 -0.285
C -4.736 -0.538 1.029 0.011 0.076 0.034 -0.189
H -1.748 -2.548 -1.868 -0.098 0.176 0.002 0.253
H -2.505 -2.473 0.478 -0.008 -0.071 -0.069 0.224
H 6.983 1.884 0.658 0.086 0.050 0.023 0.223
C 0.184 -1.281 -1.056 0.066 -0.218 -0.030 0.642
```
Forces are in eV/Å.

Number 1: DFT total energy -83420.890 eV. Number 2: DFT total energy -100468.906 eV. Number 3: DFT total energy -37687.342 eV.